Density functional theory data (ωB97M-V/def2-TZVPD) for a cluster of 11 separate species, C46H98F8N11O12 in total in a non-equilibrium geometry.

Output
- Charge: +1
- HOMO energy: -0.381 Ha
- Frontier orbital gap: 8.04 eV
- Max |F|: 0.099 Eh/bohr
- Relative energy (zero: lowest compared OMol25 entry of this formula, charge and spin): 9.961 eV
- Calculated total energy: -4115.05101 Ha

Last column: Löwdin charge in e.
Atoms and positions in Å:
1 F -0.121640 -0.731039 -0.186936  0.023
2 F -3.965226 -0.490026 0.479305  -0.008
3 F -1.157133 -3.032773 1.365273  0.042
4 F -3.165036 -3.957798 3.143271  -0.033
5 F -2.953563 -2.064076 -1.011292  0.032
6 F -1.759517 0.185985 -1.670108  -0.006
7 F -2.092736 -1.218109 2.713486  -0.009
8 F -4.051628 -4.004931 0.908427  0.002
9 O -6.629171 4.089637 -7.482834  0.003
10 O 6.985811 2.674790 -7.527278  -0.002
11 O 4.565905 -0.083417 -3.109605  -0.021
12 O -8.974105 -0.142427 -1.793621  0.012
13 O -6.407208 4.954557 -0.032990  0.012
14 O -0.135281 1.718040 0.939142  -0.190
15 O -6.035900 1.690940 7.100187  0.018
16 O 6.558058 2.740373 0.056164  -0.025
17 O 3.004596 -4.554440 0.501658  -0.241
18 O 9.206964 -3.740806 0.006639  -0.005
19 O -8.952926 -2.736582 6.059394  0.016
20 O 0.485272 2.930707 4.625223  -0.068
21 N -8.253156 -0.973994 0.243030  -0.196
22 N -1.014151 3.527588 6.284947  -0.191
23 N 6.456849 3.570868 -2.102367  -0.193
24 N 9.698522 -5.922980 0.603051  -0.206
25 N -7.883628 3.424677 -5.654342  -0.210
26 N 2.542590 2.478317 1.899607  0.015
27 N -7.575298 -4.169976 4.873333  -0.203
28 N 4.988670 2.740214 -8.696196  -0.208
29 N -5.393560 3.322173 -1.324137  -0.199
30 N 4.873422 -1.118404 -5.157398  -0.196
31 N -5.022252 0.058556 5.809041  -0.201
32 C -2.320818 -2.126955 1.529126  -0.106
33 C -4.905624 -0.868428 6.915573  -0.041
34 C -6.800652 -4.408835 3.672952  -0.061
35 C 4.551479 3.962540 -8.054249  -0.049
36 C 6.636091 3.668612 -0.738497  -0.310
37 C 2.701967 -3.928489 1.797973  -0.121
38 C 5.404493 -3.789143 -0.245386  -0.158
39 C 9.847270 -6.897899 1.663925  -0.063
40 C -5.599315 1.291768 6.028153  -0.327
41 C 9.924227 -6.339104 -0.765602  -0.048
42 C 4.354181 -1.007364 -3.884652  -0.297
43 C -2.672644 -1.218465 0.205189  -0.083
44 C -4.899505 2.922922 -2.625887  -0.054
45 C -5.970624 4.555384 -1.105025  -0.320
46 C 5.676943 -0.552716 -0.057280  -0.191
47 C 0.121896 2.918817 5.794419  -0.272
48 C 6.210921 2.203560 -8.349890  -0.345
49 C 9.349115 -4.612797 0.854359  -0.336
50 C -9.597566 -1.103310 0.765670  -0.037
51 C -1.376583 3.467899 7.686063  -0.045
52 C -4.528197 -0.340694 4.507290  -0.075
53 C -7.136892 -1.361051 1.080996  -0.073
54 C 4.665290 0.882802 2.081819  -0.178
55 C 5.745963 -0.074245 -5.653097  -0.044
56 C -7.184524 3.218890 -6.825122  -0.330
57 C 4.049986 2.401913 2.005578  -0.151
58 C -7.991251 4.769631 -5.128197  -0.054
59 C 6.566188 4.719336 -2.978216  -0.055
60 C -1.500004 1.246218 0.658937  -0.073
61 C -7.609438 -5.192410 5.898408  -0.044
62 C 0.166901 1.703799 2.389527  -0.148
63 C 4.343553 -0.010024 0.726990  -0.188
64 C 6.149404 2.278517 -2.679099  -0.055
65 C -8.280386 -3.001401 5.071081  -0.329
66 C -5.276932 2.395189 -0.217605  -0.061
67 C 3.764423 -3.654464 -0.388002  -0.221
68 C -3.604148 -3.091875 1.985562  -0.064
69 C -1.873607 4.250562 5.370639  -0.035
70 C -8.514467 2.338844 -4.932500  -0.062
71 C 1.791810 1.356589 2.581233  -0.094
72 C 6.640784 -1.551323 0.814818  -0.192
73 C -1.493207 -0.165552 -0.230809  -0.145
74 C 4.126590 2.120987 -9.681803  -0.063
75 C -8.076821 -0.486724 -1.034975  -0.326
76 C 4.574514 -2.246075 -6.015918  -0.058
77 C 6.034737 -3.052251 1.076362  -0.196
78 H 3.292581 -4.525740 2.645390  0.114
79 H -4.430809 -1.798579 6.591839  0.088
80 H 5.313035 -1.115483 -1.039433  0.095
81 H 7.361144 4.534223 -3.705920  0.097
82 H 3.172646 1.870805 -9.209390  0.088
83 H -0.643155 2.893505 8.258310  0.091
84 H 4.578477 1.209984 -10.083280  0.086
85 H 3.569542 4.265214 -8.427910  0.090
86 H -1.999887 2.050976 -0.066615  0.159
87 H 3.578938 -0.841951 1.040717  0.069
88 H 6.958500 -3.725575 1.420647  0.091
89 H -2.225111 3.564085 4.594369  0.087
90 H -10.168122 -1.775918 0.118008  0.099
91 H -6.009007 5.180385 -2.012153  0.130
92 H 9.201565 -4.404336 1.926625  0.129
93 H 7.663520 -1.644468 0.206115  0.118
94 H -4.679399 0.451312 3.768929  0.084
95 H -7.220759 -4.773983 6.831766  0.094
96 H -4.802118 1.465037 -0.541339  0.061
97 H 3.743265 0.724793 0.002705  0.118
98 H -7.007271 -6.055854 5.602950  0.090
99 H -1.296994 5.051362 4.897830  0.097
100 H -9.579496 -1.500353 1.784230  0.083
101 H -5.755694 -4.568561 3.952815  0.082
102 H 10.869937 -7.284640 1.647391  0.091
103 H 2.311146 2.623753 0.892221  0.180
104 H -2.192600 1.193681 1.600983  0.140
105 H 5.615076 4.857676 -3.499693  0.089
106 H -7.188384 -5.301309 3.174110  0.099
107 H 5.851231 1.008476 2.107425  0.125
108 H 0.702076 2.397802 6.573467  0.142
109 H 3.388886 -2.541457 -0.329594  0.108
110 H -8.087453 2.287901 -3.927096  0.075
111 H 4.092963 -1.878959 -6.926472  0.090
112 H 6.035765 2.356733 -3.763720  0.082
113 H -5.063849 -1.238309 4.186270  0.069
114 H 3.514726 -4.013970 -1.499012  0.130
115 H 1.554057 -3.836456 2.042787  0.091
116 H 9.141869 -7.715894 1.493435  0.090
117 H 3.153431 -2.837141 1.817164  0.061
118 H -3.830881 2.704937 -2.546527  0.082
119 H -2.729780 4.676675 5.900572  0.099
120 H 5.509241 -2.752149 -6.272561  0.093
121 H -7.016821 -0.429512 -1.331807  0.125
122 H 6.958962 1.581374 -2.442629  0.100
123 H 5.618395 -4.956159 -0.122519  0.125
124 H -4.679244 2.858267 0.573368  0.087
125 H 9.648339 -6.449801 2.641139  0.085
126 H -6.185607 -1.211906 0.563188  0.060
127 H -10.077208 -0.119827 0.761886  0.099
128 H 5.322147 -2.992480 2.002708  0.096
129 H -5.637699 1.916768 5.121024  0.128
130 H -6.986519 5.158999 -4.937891  0.081
131 H 1.996309 1.313819 3.755405  0.160
132 H 6.865321 4.694388 -0.406505  0.133
133 H 4.474225 2.879164 0.997029  0.130
134 H -3.459573 -0.558680 4.586651  0.077
135 H -0.411989 0.790180 2.849817  0.136
136 H -8.480058 5.405161 -5.872892  0.095
137 H -8.185823 -2.293790 4.231243  0.117
138 H 5.204736 0.876692 -5.642993  0.087
139 H -4.464592 -2.381412 2.388708  0.155
140 H 5.221224 1.903294 -2.237409  0.072
141 H -7.150257 -0.753454 1.990073  0.088
142 H 9.012457 -6.166158 -1.345323  0.091
143 H 6.912172 -1.065101 1.870265  0.115
144 H 4.500122 3.798521 -6.973615  0.085
145 H -8.646599 -5.503251 6.056762  0.098
146 H -1.424057 4.485974 8.082350  0.098
147 H 6.077469 -0.298555 -6.670556  0.085
148 H -8.354404 1.383570 -5.439595  0.087
149 H 3.958308 2.828612 -10.498282  0.092
150 H -7.164873 2.161255 -7.134967  0.128
151 H -6.275855 2.181862 0.174882  0.094
152 H 3.704744 -1.854224 -3.608897  0.130
153 H 6.614259 0.007657 -4.992223  0.100
154 H -0.111658 2.719247 2.914499  0.120
155 H -4.307935 -0.405350 7.706545  0.092
156 H 6.286912 0.381173 -0.434691  0.096
157 H 10.732287 -5.736985 -1.192094  0.095
158 H 3.907507 -2.954508 -5.517384  0.087
159 H 6.800818 5.624981 -2.412470  0.085
160 H -2.356607 2.991562 7.777416  0.094
161 H -6.863272 -3.558731 2.988324  0.046
162 H 4.503643 3.071528 2.871797  0.157
163 H -7.241615 -2.417475 1.343087  0.071
164 H -5.050708 3.714928 -3.364249  0.085
165 H 5.282014 4.751759 -8.256371  0.096
166 H -8.570629 4.776465 -4.200992  0.089
167 H -5.904547 -1.081754 7.308060  0.099
168 H 2.256514 3.373777 2.399070  0.193
169 H -5.435157 2.025307 -2.946908  0.086
170 H 5.942749 -3.486115 -1.259456  0.126
171 H 4.383044 0.312392 3.090719  0.124
172 H -9.588139 2.535250 -4.866598  0.094
173 H 1.937881 0.296832 2.107129  0.141
174 H 10.192350 -7.398226 -0.808088  0.090
175 H 6.444621 1.275639 -8.897000  0.129

Force components x, y, z for each atom (eV/Å):
-4.44 1.09 -0.08
4.08 -2.08 -0.56
-3.50 3.49 0.30
-1.16 2.70 -3.66
0.84 2.41 4.41
0.78 -1.12 4.27
-0.38 -2.50 -3.76
1.54 3.06 3.32
-0.47 -0.51 0.73
-0.77 -0.19 -0.47
-0.09 -0.49 -0.69
0.70 -0.34 0.86
0.52 -0.65 -0.78
-1.76 -0.94 1.13
0.63 -0.61 -0.97
-0.18 0.15 -0.30
0.39 2.29 0.52
0.14 -0.78 0.38
0.76 -0.44 -0.88
0.07 0.52 0.80
0.56 0.43 -1.13
1.84 -1.04 -0.72
0.34 0.46 1.89
-0.41 1.38 0.53
0.71 -0.44 -1.14
0.13 0.88 1.17
-0.53 1.30 -0.12
1.23 -0.78 0.25
-0.46 1.14 0.05
-0.75 -0.07 1.52
-0.42 1.13 -0.21
0.51 -2.08 1.50
-0.19 0.11 0.29
-0.09 -0.14 0.32
0.28 0.07 0.15
-0.09 -0.05 -1.52
1.06 0.61 0.88
-0.42 -0.90 0.59
0.02 0.02 -0.21
-0.08 -0.40 0.69
-0.04 0.29 -0.17
0.47 0.09 -0.94
-0.92 -0.62 -2.37
-0.05 -0.08 0.21
0.01 -0.42 0.54
-0.30 -0.27 -0.26
-1.43 0.78 1.20
-0.49 0.69 0.15
0.28 -0.64 -0.65
-0.26 0.10 -0.24
-0.12 0.04 0.06
0.02 0.13 0.48
-0.33 0.08 -0.20
1.07 -0.14 -0.05
0.02 0.20 0.27
-0.18 0.66 0.41
3.55 -0.06 -0.89
0.12 0.10 -0.25
0.05 -0.14 0.00
-0.39 1.07 -1.29
-0.21 0.09 0.25
0.52 -0.89 0.26
-0.63 0.93 0.19
-0.13 -0.16 0.35
-0.07 -0.67 0.71
-0.18 0.23 0.05
0.50 -0.19 -1.83
0.02 -1.50 0.85
0.12 0.04 -0.30
0.02 0.22 0.00
-3.09 -1.12 0.69
0.44 0.25 -0.32
1.30 1.26 -1.43
0.02 0.18 0.12
-0.75 -0.08 0.31
0.11 0.14 0.02
1.26 0.04 0.11
-1.55 1.19 -1.73
-0.08 0.21 -0.04
0.75 1.22 2.18
-0.12 0.19 -0.05
-0.04 -0.06 -0.22
-0.08 0.09 -0.17
0.00 0.17 0.11
0.20 -0.15 0.01
1.08 -1.88 1.47
1.61 1.33 -0.79
-2.07 1.58 -0.67
-0.10 0.20 0.00
-0.09 0.11 0.18
0.05 -0.11 -0.04
0.04 -0.12 0.03
-2.26 0.08 1.40
-0.04 -0.03 0.13
-0.10 -0.21 -0.01
-0.11 0.25 -0.09
1.27 -1.67 1.21
-0.10 0.22 -0.03
-0.22 -0.02 -0.04
0.09 0.08 -0.19
0.04 -0.07 -0.23
-0.11 -0.11 0.17
-0.25 -0.66 0.97
1.54 -0.25 -1.67
0.14 0.14 -0.09
0.20 0.08 -0.17
-2.65 0.04 0.03
-0.12 0.07 -0.02
0.74 -2.12 0.16
-0.20 -0.20 0.03
0.01 -0.22 -0.03
0.03 0.07 0.26
0.06 -0.07 -0.16
0.40 0.64 2.44
2.21 -0.54 -0.71
0.12 -0.06 0.19
-1.01 -2.09 0.00
-0.02 -0.06 -0.25
0.23 -0.15 -0.05
-0.17 -0.11 -0.10
0.08 -0.05 0.10
-0.20 -0.09 -0.13
-0.57 2.47 -0.30
-0.08 -0.15 0.11
0.02 0.00 -0.20
-0.23 -0.01 -0.02
-0.11 -0.20 0.07
1.03 -0.33 -1.96
0.03 -0.07 -0.09
-0.15 0.17 0.01
-0.17 0.43 -2.90
0.00 0.00 -0.11
-0.82 -1.11 2.27
-0.08 -0.09 -0.20
1.15 1.91 -0.53
0.11 0.10 0.21
0.07 -0.03 -0.12
0.22 0.01 -0.10
1.64 -1.90 -1.08
0.26 -0.10 -0.24
0.16 -0.09 0.12
0.18 -0.07 -0.10
-0.58 -1.00 -2.25
-0.04 0.20 -0.06
0.19 -0.07 0.13
-0.05 -0.17 0.13
-0.10 -0.02 0.24
0.01 0.20 0.04
-0.12 -0.20 -0.05
-0.08 -0.02 0.10
0.15 -0.09 0.14
0.03 -0.03 -0.10
-0.01 0.15 -0.21
0.45 -2.30 -1.49
-0.10 -0.20 0.03
-1.25 -1.84 0.98
-0.12 -0.15 -0.13
0.11 0.16 -0.02
-0.03 -0.18 -0.03
0.08 0.08 0.18
-0.08 -0.11 0.19
-1.49 -1.48 -1.59
0.16 0.05 0.04
-0.01 -0.09 0.17
-0.18 0.03 0.14
0.09 -0.11 -0.19
0.19 -0.08 0.09
0.18 -1.33 -0.78
0.14 0.03 -0.20
-1.16 -0.31 2.26
0.43 1.35 -2.22
0.05 -0.22 0.14
0.25 2.37 0.60
-0.07 0.22 0.12
-0.10 0.02 -0.07